C6H12N4S | wB97M-V/def2-TZVPD

Strongest force on any atom: 7.49 eV/Å
E: -23188.169 eV

The geometry in ORCA input format:
```
! wB97M-V def2-TZVPD RIJCOSX def2/J DEFGRID3
* xyz 2 1
N -0.575 -1.129 0.175
C 3.199 -0.628 0.486
C -1.869 -1.470 -0.265
H 3.625 0.168 -0.086
H -1.777 1.601 0.477
N 1.038 0.359 0.224
H -2.900 -0.097 -1.627
H -1.233 1.509 -1.192
H 2.441 1.859 -0.711
H 0.950 2.415 -0.059
H 2.165 1.909 1.103
H -2.444 -2.141 0.398
H -1.755 -2.035 -1.302
S -3.844 -0.020 0.645
C -0.301 0.071 0.101
H -4.845 0.047 -0.241
C 1.708 1.713 0.132
C -2.595 -0.123 -0.525
H 3.651 -1.574 0.221
N 1.883 -0.842 0.423
N 1.321 -1.935 0.409
H 3.620 -0.596 1.491
C -1.464 0.938 -0.276
*
```